A 2-piece molecular cluster, C6H12FP overall, computed with the ωB97M-V functional and the def2-TZVPD basis.

Properties
* HOMO (alpha / beta): -7.998 / -7.898 eV
* HOMO-LUMO gap (alpha / beta): 8.321 / 8.259 eV
* LUMO level (alpha / beta): 0.0119 / 0.0132 Eh
* energy: -18416.934 eV
* energy relative to the best compared isomer or geometry (same formula, charge and spin): 2.383 eV

Atoms and positions in Å:
C: 0.676 1.967 -0.195
C: 0.839 0.686 -0.224
C: 2.110 -0.841 1.368
C: -1.812 -0.953 -1.436
C: 1.890 -0.283 -0.024
C: -1.513 -0.568 -0.016
F: -1.177 -1.740 0.627
P: -2.164 0.871 0.831
H: -0.182 2.539 -0.452
H: 1.470 2.664 0.189
H: 1.352 -1.564 1.595
H: 1.953 0.014 1.974
H: 3.201 -1.080 1.663
H: -2.041 -1.939 -1.539
H: -2.592 -0.294 -1.963
H: -0.885 -0.969 -1.953
H: 1.737 -1.045 -0.722
H: 2.762 0.227 -0.386
H: -1.982 1.697 -0.304
H: -3.642 0.611 0.968